No. 1
The following is a quantum chemistry calculation of C30H28N4OPtSSbSe4 as an isolated structure, from the OMol25 dataset.

```
! wB97M-V def2-TZVPD RIJCOSX def2/J DEFGRID3
* xyz 3 5
Pt -0.30 0.66 0.00
C -2.37 0.89 -1.95
N -1.51 -0.22 -1.43
C -2.27 -1.26 -0.67
C -1.40 -1.92 0.36
C -1.58 -3.22 0.78
C -0.81 -3.70 1.83
C 0.12 -2.86 2.43
C 0.26 -1.57 1.95
N -0.48 -1.12 0.95
C -0.75 -0.79 -2.60
C 0.72 -1.08 -2.39
C 1.46 -1.63 -3.43
C 2.78 -1.97 -3.18
C 3.30 -1.77 -1.91
C 2.50 -1.19 -0.95
N 1.24 -0.83 -1.20
C -1.55 2.15 -2.10
C -1.86 3.14 -3.00
C -1.19 4.35 -2.93
C -0.25 4.54 -1.93
C 0.04 3.50 -1.06
N -0.57 2.32 -1.17
H -3.17 1.07 -1.22
H -2.85 0.60 -2.89
H -2.71 -1.99 -1.35
H -3.08 -0.74 -0.15
H -2.31 -3.85 0.30
H -0.93 -4.72 2.17
H 0.74 -3.20 3.25
H 0.98 -0.88 2.36
H -0.86 -0.11 -3.44
H -1.26 -1.72 -2.88
H 1.01 -1.80 -4.40
H 3.38 -2.40 -3.97
H 4.31 -2.07 -1.67
H 2.87 -1.02 0.05
H -2.63 2.97 -3.74
H -1.42 5.15 -3.63
H 0.27 5.49 -1.81
H 0.75 3.61 -0.26
Se -3.35 3.09 5.16
Sb -2.10 1.44 3.80
Se -2.82 -0.89 4.21
Se 0.30 1.80 4.32
Se -2.36 1.70 1.36
O 1.16 1.45 1.28
S 2.56 1.78 0.67
C 2.79 3.51 0.84
C 3.09 4.21 -0.32
C 3.31 5.57 -0.24
C 3.23 6.21 0.99
C 2.93 5.50 2.15
C 2.72 4.13 2.08
C 3.71 1.12 1.85
C 5.06 1.32 1.58
C 6.00 0.83 2.48
C 5.58 0.14 3.61
C 4.23 -0.07 3.85
C 3.28 0.42 2.96
H 3.16 3.69 -1.27
H 3.56 6.14 -1.13
H 3.40 7.27 1.05
H 2.88 6.00 3.10
H 2.50 3.56 2.98
H 5.38 1.87 0.71
H 7.05 0.99 2.30
H 6.31 -0.24 4.31
H 3.91 -0.60 4.73
H 2.23 0.28 3.14
*
```

The gap between HOMO and LUMO (spin up / spin down) comes out at 6.77 / 6.11 eV. The calculation puts the HOMO energy (spin up / spin down) at -15.65 / -16.56 eV.

Now the Mulliken charges, all in e: Pt 1.493; C -1.777; N -0.136; C -1.561; C 1.366; C -0.934; C -0.668; C -0.917; C 0.014; N 1.156; C -1.214; C 0.468; C -1.059; C -0.509; C -1.236; C -0.090; N 0.123; C 1.342; C -1.021; C -0.534; C -0.938; C -0.675; N 0.143; H 0.565; H 0.536; H 0.437; H 0.407; H 0.579; H 0.496; H 0.571; H 0.283; H 0.549; H 0.633; H 0.566; H 0.467; H 0.504; H 0.603; H 0.563; H 0.479; H 0.527; H 1.171; Se -0.028; Sb 0.824; Se -0.114; Se 0.040; Se -0.039; O -0.905; S 0.860; C 0.069; C -0.026; C -0.688; C -0.535; C -0.767; C -0.603; C 0.674; C -0.905; C -0.733; C -0.598; C -1.108; C 0.795; H 0.542; H 0.516; H 0.452; H 0.470; H 0.346; H 0.492; H 0.470; H 0.454; H 0.491; H -0.215

No. 2
The following is a quantum chemistry calculation of C30H28O26Pd3 as an isolated structure, from the OMol25 dataset.

```
! wB97M-V def2-TZVPD RIJCOSX def2/J DEFGRID3
* xyz 2 7
Pd -56.83 -18.25 10.28
Pd -53.77 -20.89 11.87
Pd -50.80 -12.79 13.05
C -53.43 -15.60 10.91
C -53.84 -17.00 11.16
C -53.00 -17.78 12.26
O -53.19 -18.98 12.20
C -51.97 -17.09 13.03
C -51.72 -15.78 12.75
C -52.36 -15.04 11.59
O -52.05 -13.84 11.15
O -50.83 -15.07 13.49
O -54.83 -17.47 10.53
H -53.91 -15.03 10.13
H -51.47 -17.55 13.88
C -55.25 -19.83 6.50
C -54.65 -20.90 5.79
C -53.78 -21.86 6.56
O -53.24 -22.90 5.97
C -53.44 -21.70 7.84
C -54.13 -20.60 8.59
C -55.33 -19.84 7.91
O -56.28 -19.48 8.70
O -53.90 -20.47 9.79
O -54.71 -20.85 4.50
H -55.95 -19.18 6.00
H -52.89 -22.38 8.47
C -55.39 -12.25 11.18
C -54.89 -10.81 11.53
O -55.53 -10.08 10.49
C -55.47 -10.86 9.37
O -55.59 -10.45 8.25
O -55.27 -12.20 9.75
H -56.34 -12.42 11.69
H -54.70 -13.05 11.42
H -53.86 -10.59 11.78
H -55.32 -10.65 12.51
C -58.45 -13.26 8.32
C -59.68 -14.04 8.75
O -59.18 -15.11 9.53
C -58.00 -15.40 9.10
O -57.34 -16.43 9.35
O -57.53 -14.34 8.43
H -58.30 -12.37 8.91
H -58.45 -12.98 7.26
H -60.21 -14.31 7.84
H -60.28 -13.28 9.25
C -47.68 -16.26 14.18
C -47.85 -17.66 13.69
O -47.44 -17.57 12.39
C -46.89 -16.42 12.15
O -46.18 -16.29 11.09
O -46.99 -15.53 13.22
H -47.06 -16.27 15.07
H -48.63 -15.79 14.43
H -48.89 -17.99 13.73
H -47.34 -18.49 14.17
C -51.89 -11.15 7.42
C -51.67 -12.47 7.92
O -50.71 -13.02 7.09
C -50.35 -12.08 6.12
O -49.70 -12.21 5.08
O -51.00 -10.94 6.41
H -51.74 -10.35 8.14
H -52.86 -10.91 6.99
H -52.62 -13.01 8.02
H -51.27 -12.28 8.91
C -51.74 -17.05 16.57
C -50.24 -17.30 16.81
O -50.06 -16.78 18.12
C -51.22 -16.08 18.55
O -51.44 -15.54 19.65
O -52.12 -16.16 17.56
H -52.28 -17.98 16.74
H -51.94 -16.62 15.59
H -49.50 -16.77 16.20
H -50.19 -18.39 16.80
C -48.91 -20.11 9.66
C -49.56 -18.75 10.22
O -50.47 -19.09 11.21
C -50.58 -20.46 11.16
O -51.36 -21.07 11.87
O -49.75 -21.03 10.31
H -47.86 -20.13 9.95
H -48.82 -20.11 8.57
H -50.11 -18.22 9.45
H -48.74 -18.07 10.48
*
```

The gap between HOMO and LUMO (spin up / spin down) comes out at 6.38 / 4.75 eV. The calculation puts the HOMO energy (spin up / spin down) at -14.08 / -14.08 eV.

Now the Mulliken charges, all in e: Pd 0.977; Pd 0.802; Pd 0.587; C 0.224; C -0.066; C -0.188; O -0.501; C -0.734; C 0.811; C 0.245; O -0.486; O -0.848; O -0.233; H 0.737; H 0.693; C -0.614; C 0.324; C 0.377; O -0.416; C -0.400; C 0.085; C 0.932; O -0.630; O -0.237; O -0.426; H 0.452; H 0.540; C 0.095; C -0.439; O -0.328; C 0.588; O -0.495; O -0.250; H 0.301; H -0.142; H 0.268; H 0.390; C -0.142; C -0.385; O -0.321; C 0.637; O -0.696; O -0.269; H 0.135; H 0.306; H 0.273; H 0.389; C -0.013; C 0.095; O -0.309; C 0.567; O -0.599; O -0.348; H 0.357; H 0.071; H -0.140; H 0.366; C -0.307; C 0.511; O -0.389; C 0.569; O -0.532; O -0.338; H 0.278; H 0.197; H 0.053; H -0.064; C -0.075; C -0.159; O -0.383; C 0.556; O -0.520; O -0.386; H 0.270; H 0.036; H 0.209; H 0.325; C -0.392; C -0.175; O 0.017; C 0.654; O -0.604; O -0.333; H 0.286; H 0.348; H 0.297; H 0.083

No. 3
The following is a quantum chemistry calculation of C30H29AsKN5O as an isolated structure, from the OMol25 dataset.

```
! wB97M-V def2-TZVPD RIJCOSX def2/J DEFGRID3
* xyz 0 1
K 0.26 -0.20 -0.07
C -1.12 -2.16 3.71
C -0.08 -1.57 2.96
N -0.18 -0.39 2.40
C -1.35 0.31 2.52
C -2.43 -0.18 3.28
C -2.28 -1.46 3.87
C -3.61 0.58 3.45
C -3.68 1.82 2.87
C -2.63 2.33 2.08
C -1.47 1.60 1.82
N -0.53 1.89 0.88
C -0.25 3.13 0.42
C -0.40 4.33 1.11
C 0.04 5.56 0.58
C 0.63 5.66 -0.65
C 0.81 4.48 -1.41
C 1.41 4.50 -2.69
C 1.57 3.35 -3.40
C 1.12 2.15 -2.82
N 0.55 2.08 -1.64
C 0.38 3.23 -0.91
H -0.98 -3.14 4.15
H 0.87 -2.09 2.84
H -3.09 -1.87 4.46
H -4.42 0.19 4.05
H -4.56 2.43 3.01
H -2.76 3.30 1.61
H -0.83 4.31 2.10
H -0.09 6.46 1.18
H 0.97 6.61 -1.04
H 1.75 5.45 -3.09
H 2.03 3.34 -4.38
H 1.24 1.21 -3.36
N 3.31 -0.22 -0.44
C 3.94 -1.45 -0.37
C 5.29 -1.58 -0.19
C 5.89 -2.85 -0.03
C 5.15 -3.99 -0.04
C 3.75 -3.89 -0.23
C 2.90 -5.03 -0.24
C 1.56 -4.87 -0.41
C 1.03 -3.57 -0.58
N 1.79 -2.50 -0.58
C 3.14 -2.64 -0.40
H 3.88 0.58 -0.66
H 2.40 -0.19 -0.85
H 5.91 -0.69 -0.16
H 6.97 -2.90 0.11
H 5.61 -4.96 0.09
H 3.33 -6.01 -0.11
H 0.89 -5.73 -0.41
H -0.03 -3.40 -0.70
C -2.09 -0.85 -3.13
As -2.71 -1.00 -1.33
C -4.21 -2.17 -1.36
C -3.35 0.73 -0.85
O -1.51 -1.57 -0.32
H -2.90 -0.58 -3.80
H -1.65 -1.80 -3.42
H -1.32 -0.07 -3.16
H -5.00 -1.79 -2.00
H -4.57 -2.27 -0.33
H -3.87 -3.14 -1.71
H -4.12 1.03 -1.56
H -2.51 1.43 -0.87
H -3.74 0.70 0.16
*
```

The gap between HOMO and LUMO comes out at 6.00 eV. As for the energy above the lowest of the compared OMol25 structures with the same formula, charge and spin: 0.702 eV. The calculation puts the HOMO energy at -5.87 eV.

Now the Mulliken charges, all in e: K 1.233; C -0.688; C -0.530; N -0.621; C 0.361; C 1.662; C -0.813; C -1.245; C -0.672; C -0.373; C 0.085; N 0.003; C 0.172; C -0.625; C -0.782; C -0.974; C 1.149; C -0.710; C -0.931; C -0.212; N 0.116; C -0.427; H 0.409; H 0.456; H 0.399; H 0.366; H 0.361; H 0.487; H 0.557; H 0.377; H 0.362; H 0.394; H 0.397; H 0.438; N -0.163; C 0.324; C -0.732; C -0.556; C -0.982; C 0.943; C -0.578; C -0.940; C -0.157; N 0.055; C 0.208; H 0.257; H -0.170; H 0.348; H 0.379; H 0.373; H 0.403; H 0.400; H 0.437; C -0.929; As 0.754; C -1.194; C -0.856; O -0.675; H 0.404; H 0.371; H 0.099; H 0.414; H 0.352; H 0.364; H 0.544; H 0.128; H 0.197

No. 4
The following is a quantum chemistry calculation of C30H29AsKN5O as an isolated structure, from the OMol25 dataset.

```
! wB97M-V def2-TZVPD RIJCOSX def2/J DEFGRID3
* xyz 0 1
K -0.95 -0.24 -0.14
C 0.08 -2.02 4.48
C -0.21 -1.84 3.12
N -0.50 -0.68 2.58
C -0.54 0.43 3.38
C -0.27 0.35 4.77
C 0.05 -0.92 5.30
C -0.34 1.50 5.58
C -0.69 2.69 5.01
C -0.95 2.80 3.64
C -0.88 1.70 2.77
N -1.19 1.72 1.45
C -1.10 2.81 0.67
C -0.26 3.92 0.88
C -0.18 4.99 -0.01
C -0.93 5.04 -1.16
C -1.76 3.94 -1.46
C -2.55 3.91 -2.63
C -3.32 2.82 -2.91
C -3.30 1.74 -2.01
N -2.60 1.74 -0.90
C -1.84 2.82 -0.58
H 0.32 -3.00 4.86
H -0.19 -2.69 2.45
H 0.27 -1.01 6.36
H -0.13 1.42 6.64
H -0.78 3.58 5.63
H -1.26 3.75 3.24
H 0.35 3.94 1.77
H 0.49 5.81 0.23
H -0.88 5.88 -1.83
H -2.52 4.76 -3.30
H -3.94 2.78 -3.80
H -3.89 0.85 -2.21
N 0.26 -3.32 -1.91
C 0.80 -3.97 -0.83
C 0.67 -5.34 -0.69
C 1.27 -6.04 0.37
C 2.02 -5.38 1.31
C 2.17 -3.98 1.21
C 2.92 -3.23 2.14
C 3.01 -1.88 2.01
C 2.34 -1.26 0.94
N 1.64 -1.91 0.05
C 1.55 -3.26 0.16
H 0.17 -2.31 -1.93
H -0.55 -3.77 -2.31
H 0.10 -5.89 -1.44
H 1.14 -7.11 0.43
H 2.49 -5.91 2.12
H 3.41 -3.75 2.96
H 3.57 -1.28 2.72
H 2.37 -0.18 0.84
C -1.07 0.12 -5.35
As 0.12 0.09 -3.83
C 0.66 1.91 -3.52
C 1.68 -0.90 -4.34
O -0.61 -0.57 -2.51
H -0.56 0.51 -6.23
H -1.92 0.76 -5.10
H -1.42 -0.89 -5.54
H 1.16 2.32 -4.39
H 1.33 1.93 -2.66
H -0.23 2.50 -3.29
H 2.15 -0.47 -5.23
H 1.39 -1.93 -4.54
H 2.38 -0.89 -3.50
*
```

The gap between HOMO and LUMO comes out at 5.84 eV. As for the energy above the lowest of the compared OMol25 structures with the same formula, charge and spin: 0.000 eV. The calculation puts the HOMO energy at -5.72 eV.

Now the Mulliken charges, all in e: K 0.988; C -0.822; C -0.499; N 0.040; C -0.427; C 1.384; C -0.701; C -0.932; C -0.830; C -0.543; C -0.099; N -0.347; C 0.441; C -0.534; C -0.920; C -1.040; C 1.370; C -0.690; C -0.538; C -0.572; N -0.517; C 0.377; H 0.422; H 0.662; H 0.402; H 0.366; H 0.366; H 0.588; H 0.626; H 0.375; H 0.374; H 0.387; H 0.465; H 0.397; N -0.297; C 0.282; C -0.637; C -0.663; C -0.983; C 1.327; C -0.755; C -0.623; C -0.384; N -0.263; C 0.422; H 0.101; H 0.255; H 0.361; H 0.383; H 0.396; H 0.411; H 0.437; H 0.420; C -1.025; As 0.753; C -0.837; C -1.164; O -0.860; H 0.383; H 0.261; H 0.350; H 0.435; H 0.355; H 0.064; H 0.399; H 0.352; H 0.327

No. 5
The following is a quantum chemistry calculation of C30H29AuF3N3O6S as an isolated structure, from the OMol25 dataset.

```
! wB97M-V def2-TZVPD RIJCOSX def2/J DEFGRID3
* xyz -2 1
Au 0.54 0.21 0.08
C -4.49 1.10 0.56
O -4.33 -0.07 -0.22
C -5.26 -0.42 -1.13
C -6.48 0.21 -1.32
C -7.40 -0.30 -2.23
C -7.11 -1.46 -2.94
C -5.88 -2.08 -2.78
C -4.93 -1.56 -1.90
N -3.68 -2.17 -1.75
C -2.50 -1.46 -1.43
N -2.41 -0.32 -2.18
C -1.85 0.98 -1.98
C -0.84 1.35 -1.07
C -0.48 2.72 -1.11
C -1.04 3.64 -1.97
C -2.05 3.24 -2.84
C -2.46 1.92 -2.82
O -3.49 1.44 -3.63
C -4.13 2.36 -4.46
N -1.61 -1.99 -0.69
C -1.97 -3.10 0.08
C -2.90 -2.96 1.11
C -3.35 -4.04 1.85
C -2.85 -5.30 1.59
C -1.88 -5.46 0.61
C -1.43 -4.38 -0.14
O -0.53 -4.69 -1.13
C 0.45 -3.72 -1.49
H -3.60 1.14 1.18
H -5.38 1.04 1.19
H -4.55 1.99 -0.07
H -6.73 1.09 -0.75
H -8.35 0.19 -2.36
H -7.83 -1.87 -3.63
H -5.62 -2.97 -3.34
H -3.67 -3.13 -1.45
H -3.18 -0.25 -2.82
H 0.30 3.05 -0.43
H -0.69 4.67 -1.99
H -2.49 3.97 -3.51
H -4.95 1.83 -4.95
H -3.46 2.77 -5.22
H -4.55 3.20 -3.89
H -3.24 -1.95 1.32
H -4.09 -3.89 2.62
H -3.19 -6.17 2.14
H -1.45 -6.43 0.40
H 1.21 -4.26 -2.05
H 0.89 -3.25 -0.62
H 0.03 -2.93 -2.11
F -1.19 -1.38 4.98
C -0.13 -0.96 4.27
F 0.19 -1.93 3.40
F 0.91 -0.87 5.14
S -0.45 0.70 3.47
O -0.53 1.56 4.63
O -1.71 0.51 2.77
O 0.74 0.87 2.66
C 2.74 -0.09 0.00
C 3.23 1.19 -0.47
C 3.81 2.14 0.40
C 4.26 3.36 -0.05
C 4.16 3.72 -1.39
C 3.56 2.81 -2.26
C 3.12 1.59 -1.82
H 3.11 -0.38 0.98
H 2.89 -0.89 -0.73
H 3.89 1.89 1.46
H 4.71 4.06 0.66
H 4.52 4.68 -1.74
H 3.43 3.08 -3.31
H 2.63 0.91 -2.51
*
```

The gap between HOMO and LUMO comes out at 4.71 eV. As for the energy above the lowest of the compared OMol25 structures with the same formula, charge and spin: 1.895 eV. The calculation puts the HOMO energy at -0.62 eV.

Now the Mulliken charges, all in e: Au 0.214; C -0.960; O 0.286; C 1.264; C -0.880; C -0.764; C -0.628; C -0.495; C -0.216; N -0.136; C 0.095; N -0.033; C 0.898; C -1.136; C -0.744; C -1.161; C -0.412; C 1.412; O -0.419; C -1.063; N 0.215; C -0.958; C 0.224; C -0.955; C -0.405; C -0.499; C 0.502; O -0.563; C -0.585; H 0.155; H 0.332; H 0.377; H 0.434; H 0.399; H 0.364; H 0.424; H 0.395; H 0.356; H 0.401; H 0.354; H 0.317; H 0.280; H 0.358; H 0.387; H 0.551; H 0.402; H 0.347; H 0.399; H 0.306; H 0.255; H 0.202; F -0.267; C 0.559; F -0.213; F -0.262; S 1.043; O -0.699; O -0.665; O -0.621; C -2.052; C 1.098; C -0.514; C -0.476; C -0.478; C -0.466; C -0.249; H 0.410; H 0.455; H 0.299; H 0.333; H 0.338; H 0.339; H 0.195

No. 6
The following is a quantum chemistry calculation of a 2-piece molecular cluster, C30H29BF4O2S overall, from the OMol25 dataset.

```
! wB97M-V def2-TZVPD RIJCOSX def2/J DEFGRID3
* xyz 0 1
F -2.54 3.51 -3.29
C -2.32 2.15 -3.31
C -3.15 1.37 -4.11
C -2.87 0.01 -4.12
F -3.60 -0.83 -4.93
C -1.86 -0.56 -3.35
C -1.06 0.24 -2.50
C 0.03 -0.50 -1.78
C 1.42 0.07 -1.83
C 2.48 -0.73 -1.37
C 3.79 -0.43 -1.74
F 4.80 -1.25 -1.31
C 4.13 0.65 -2.55
C 3.07 1.42 -3.00
F 3.35 2.52 -3.79
C 1.75 1.16 -2.67
C -1.28 1.63 -2.54
H -3.96 1.79 -4.70
H -1.69 -1.63 -3.42
H 0.17 -1.42 -2.45
H 2.26 -1.61 -0.76
H 5.15 0.86 -2.86
H 0.99 1.80 -3.11
H -0.64 2.31 -1.97
C 0.99 0.47 5.96
C 0.70 0.96 4.59
C -0.53 1.43 4.15
C -0.52 1.83 2.79
C 0.74 1.76 2.20
B -0.53 -1.87 -1.01
C 1.21 2.50 1.06
C 0.33 3.31 0.31
C 0.81 4.09 -0.72
C 2.18 4.08 -1.02
C 3.06 3.28 -0.29
C 2.58 2.48 0.73
O 0.21 -2.74 -0.24
C -0.65 -3.18 0.85
C -0.69 -4.70 0.84
C 0.00 -2.70 2.15
C -2.07 -2.53 0.52
C -3.23 -3.50 0.32
C -2.54 -1.45 1.51
O -1.88 -1.88 -0.77
S 1.88 1.04 3.36
H 0.11 0.65 6.58
H 1.21 -0.61 5.94
H 1.86 0.98 6.39
H -1.40 1.48 4.81
H -1.38 2.26 2.27
H -0.73 3.29 0.58
H 0.11 4.71 -1.29
H 2.55 4.70 -1.85
H 4.13 3.26 -0.54
H 3.25 1.81 1.28
H -1.32 -5.11 1.65
H -1.07 -5.09 -0.11
H 0.31 -5.12 0.98
H -0.58 -2.96 3.04
H 1.00 -3.15 2.24
H 0.15 -1.61 2.14
H -3.51 -4.04 1.24
H -4.11 -2.94 -0.01
H -2.99 -4.23 -0.45
H -2.78 -1.88 2.49
H -1.79 -0.66 1.67
H -3.44 -0.96 1.12
*
```

The gap between HOMO and LUMO comes out at 8.07 eV. As for the energy above the lowest of the compared OMol25 structures with the same formula, charge and spin: 0.353 eV. The calculation puts the HOMO energy at -7.82 eV.

Now the Mulliken charges, all in e: F -0.326; C 0.128; C -0.950; C 0.119; F -0.344; C -0.750; C 1.203; C -0.375; C 0.931; C -0.793; C 0.351; F -0.376; C -0.834; C -0.104; F -0.402; C -0.412; C -0.280; H 0.503; H 0.365; H 0.163; H 0.438; H 0.507; H 0.449; H 0.360; C -1.192; C 0.656; C -0.867; C -0.509; C 0.057; B 1.288; C 1.424; C -0.285; C -0.508; C -0.390; C -0.840; C -0.631; O -0.594; C 2.035; C -2.055; C -1.822; C 1.508; C -1.987; C -1.781; O -0.536; S -0.270; H 0.348; H 0.271; H 0.316; H 0.343; H 0.472; H 0.168; H 0.349; H 0.389; H 0.400; H 0.296; H 0.364; H 0.396; H 0.481; H 0.377; H 0.459; H 0.129; H 0.360; H 0.444; H 0.391; H 0.415; H 0.043; H 0.514

Number 1: electronic energy -321551.4206 eV. Number 2: electronic energy -95207.2672 eV. Number 3: electronic energy -118243.5486 eV. Number 4: electronic energy -118244.2506 eV. Number 5: electronic energy -71015.5366 eV. Number 6: electronic energy -58058.7577 eV.